20
Properties=species:S:1:pos:R:3:forces:R:3 method="wB97M-V/def2-TZVPD" smiles="C#C[Si](=C=C)C#C.C=CC" total_charge=0 homo_ev="-7.92 / -7.92" homo_lumo_gap_ev="7.569 / 7.567" lumo_ev="-0.3502 / -0.3496" e_above_lowest_kj_mol=612.7 e_tot_ha=-638.14057
C -1.93203 2.93301 -0.13559 -1.100 2.715 -0.940
C -3.07119 -2.20846 -0.49951 1.383 0.721 0.394
C 0.81950 0.03437 2.45800 1.419 0.233 0.195
C -1.79247 1.89069 0.43525 0.075 -1.665 -0.642
C -2.13331 -1.37331 -0.10042 -0.423 2.292 0.572
C -0.12620 -0.07071 1.71185 -0.009 0.083 0.662
C 2.65776 0.73191 -0.11491 -1.392 -0.930 -3.404
C 1.31926 -1.11431 -1.13981 -1.279 2.273 -0.462
C 1.54263 0.21609 -1.05463 0.947 -2.963 2.108
Si -1.61704 0.09891 0.69688 0.268 -1.508 0.345
H -2.24335 3.90974 -0.58435 0.757 -1.521 0.716
H -4.04361 -2.21360 -0.05190 -0.462 -0.404 0.093
H 1.80498 0.17821 2.95671 -1.602 -0.330 -0.509
H 2.24806 1.50687 0.45364 -0.116 1.353 0.929
H 2.86844 -0.12682 0.44285 0.977 -0.894 1.176
H 3.43636 0.99985 -0.81009 0.809 0.538 0.457
H 0.38872 -1.52364 -1.50219 -0.080 0.218 -0.584
H 1.86282 -1.82927 -0.61628 1.508 -0.995 0.682
H -2.74991 -2.89124 -1.25481 -0.503 -0.666 -0.644
H 0.76056 0.85171 -1.29070 -1.176 1.450 -1.145